Computed, not measured: a molecular structure, C23H18N4ScSe, with the ωB97M-V functional and the def2-TZVPD basis.

```
47
Properties=species:S:1:pos:R:3:nbo_charge:R:1
Sc 0.3396 0.2125 -0.6841 1.670
C -3.7619 0.4356 3.0278 -0.213
C -3.0011 1.5411 2.6821 -0.181
C -1.7244 1.3723 2.1605 -0.242
C -1.2089 0.0956 1.9627 0.101
C -1.9792 -1.0134 2.3070 -0.197
C -3.2436 -0.8422 2.8443 -0.210
N 0.0746 -0.0300 1.3544 -0.782
C 1.0386 -0.7406 2.0083 0.252
C 0.9172 -1.3537 3.2714 -0.288
C 1.9657 -2.0621 3.8028 -0.101
C 3.1942 -2.2190 3.1267 -0.247
C 3.3573 -1.6409 1.9022 -0.158
C 2.2914 -0.9160 1.3377 0.066
N 2.3333 -0.2983 0.1227 -0.242
N 3.3576 -0.3108 -0.6140 -0.179
C 3.1776 0.4110 -1.7999 0.322
C 4.2439 0.4534 -2.6839 -0.209
C 4.1032 1.1592 -3.8639 -0.110
C 2.8999 1.7997 -4.1286 -0.243
C 1.8787 1.6917 -3.2074 0.078
N 1.9940 1.0091 -2.0633 -0.582
H -4.7510 0.5651 3.4462 0.227
H -3.3919 2.5387 2.8342 0.225
H -1.1072 2.2315 1.9241 0.218
H -1.5758 -2.0062 2.1464 0.222
H -3.8320 -1.7100 3.1144 0.226
H 0.0006 -1.2464 3.8325 0.239
H 1.8427 -2.5128 4.7795 0.229
H 3.9911 -2.7910 3.5798 0.234
H 4.2778 -1.7292 1.3417 0.241
H 5.1544 -0.0636 -2.4181 0.255
H 4.9190 1.2124 -4.5721 0.243
H 2.7504 2.3639 -5.0372 0.246
H 0.9219 2.1641 -3.3939 0.207
Se -0.1188 -1.9157 -1.9042 -0.153
C -1.6213 -0.6909 -1.9865 -0.286
C -2.7828 -0.9063 -1.2433 -0.223
C -3.8261 0.0072 -1.2941 -0.116
C -3.7228 1.1485 -2.0789 -0.207
C -2.5753 1.3754 -2.8265 -0.178
C -1.5283 0.4589 -2.7875 -0.321
H -2.8670 -1.7943 -0.6420 0.243
H -4.7212 -0.1753 -0.7142 0.227
H -4.5409 1.8550 -2.1159 0.234
H -2.4991 2.2537 -3.4542 0.230
H -0.6441 0.6132 -3.3958 0.233
```

For the energy above the lowest of the compared OMol25 structures with the same formula, charge and spin, the calculation gives 0.0000 eV. The calculation puts the lowest unoccupied orbital energy at -4.77 eV. As for the charge: +1. The gap between HOMO and LUMO is 0.214 hartree.

Computed, not measured: 3 unconnected molecules or ions with the total composition C3H12NO4, with the ωB97M-V functional and the def2-TZVPD basis.

```
20
Properties=species:S:1:pos:R:3:nbo_charge:R:1
O 1.9097 1.6424 0.6626 -0.499
C 0.7895 1.9141 0.3386 0.435
C -0.0632 0.8256 -0.3225 -0.192
C -1.5275 0.9012 0.1772 -0.089
O -2.0338 2.1486 -0.3356 -0.708
N 0.5423 -0.5062 -0.0512 -0.718
H 0.2319 2.8439 0.4948 0.174
H -0.1226 1.0444 -1.3907 0.247
H -1.6751 1.1371 1.2338 0.218
H -2.0987 0.0498 -0.1931 0.194
H -2.3182 2.0782 -1.2334 0.480
H 1.5686 -0.4343 -0.0722 0.450
H 0.4018 -0.7547 0.9659 0.470
H 0.2893 -1.1789 -0.7832 0.470
H 1.1782 -1.3848 2.8814 0.503
H -0.3663 -1.6367 3.1137 0.513
O 0.3467 -1.6261 2.4504 -0.963
H 0.2893 -2.6946 -2.5899 0.489
H 1.7021 -2.3454 -2.9246 0.503
O 0.9560 -2.0236 -2.4220 -0.975
```

For the energy above the lowest of the compared OMol25 structures with the same formula, charge and spin, the calculation gives 1.6673 eV. The calculation puts the lowest unoccupied orbital energy at -3.17 eV. As for the charge: +1. The gap between HOMO and LUMO is 0.406 hartree.

Computed, not measured: C4H6N2O in the gas phase, with the ωB97M-V functional and the def2-TZVPD basis.

```
13
Properties=species:S:1:pos:R:3:nbo_charge:R:1
H 2.3110 0.3218 -1.1422 0.332
N 1.6317 -0.2310 -0.6204 -0.604
C 0.6497 0.4984 -0.2668 0.277
C 0.4682 1.9659 -0.5395 -0.677
C -0.4122 -0.1109 0.5590 -0.418
C -0.4566 -1.3874 0.8684 0.353
N -0.6362 -2.5375 1.2650 -0.120
O -1.6439 -3.2558 0.6389 -0.517
H 1.3325 2.3746 -1.0650 0.222
H 0.3354 2.5054 0.4041 0.229
H -0.4333 2.1267 -1.1396 0.230
H -1.1640 0.5173 1.0317 0.240
H -2.0116 -2.6891 -0.0601 0.453
```

For the energy above the lowest of the compared OMol25 structures with the same formula, charge and spin, the calculation gives 4.0301 eV. The calculation puts the lowest unoccupied orbital energy at 0.28 eV. The gap between HOMO and LUMO is 0.363 hartree.

Computed, not measured: 2 unconnected molecules or ions with the total composition C5H5F3N2O, with the ωB97M-V functional and the def2-TZVPD basis.

```
16
Properties=species:S:1:pos:R:3:mulliken_spin:R:1
C 0.2923 0.5356 1.2236 -0.088
C 1.3292 -0.0175 1.0146 0.105
C -0.8687 -0.2980 -1.9194 1.560
C 2.6404 -0.5180 0.8636 0.035
C -1.1262 0.7284 1.2934 0.023
N 0.1282 0.2659 -1.8424 -0.181
N -2.1954 -0.5437 -1.9791 0.042
O 1.2379 0.6906 -1.8347 0.629
F -1.6201 1.4769 0.2510 0.001
F -1.9240 -0.3660 1.2947 -0.015
F -1.5064 1.4384 2.3730 -0.002
H 2.4464 -1.5559 0.8086 -0.008
H 3.1275 -0.2410 -0.0738 -0.005
H 3.2815 -0.3134 1.7373 0.001
H -2.5216 -1.4405 -1.8494 -0.180
H -2.7211 0.1581 -1.3610 0.084
```

For the energy above the lowest of the compared OMol25 structures with the same formula, charge and spin, the calculation gives 3.3775 eV. The spin multiplicity is 3. The calculation puts the lowest unoccupied orbital energy (alpha / beta) at 0.84 / -2.31 eV. The gap between HOMO and LUMO (alpha / beta) is 0.198 / 0.283 hartree.

Computed, not measured: a molecular structure, C4H6N2O, with the ωB97M-V functional and the def2-TZVPD basis.

```
13
Properties=species:S:1:pos:R:3:nbo_charge:R:1
N 1.6670 -0.9746 -1.3122 -0.684
C 1.1693 -0.1461 -0.5107 0.569
O 1.6880 0.7848 0.3562 -0.492
C 0.3210 1.2212 0.7410 -0.115
C -0.2225 0.1256 -0.0938 -0.069
C -1.6063 -0.2195 -0.3060 -0.232
N -0.9392 -0.7552 0.8746 -0.577
H 2.6802 -0.9839 -1.3035 0.357
H -0.2021 0.7217 1.6307 0.255
H 0.2681 2.2647 0.4156 0.196
H -1.8251 -0.8787 -1.1278 0.218
H -2.3390 0.5556 -0.1082 0.208
H -0.6595 -1.7156 0.7441 0.367
```

For the energy above the lowest of the compared OMol25 structures with the same formula, charge and spin, the calculation gives 3.9794 eV. The calculation puts the lowest unoccupied orbital energy at 1.05 eV. The gap between HOMO and LUMO is 0.409 hartree.

Computed, not measured: 10 unconnected molecules or ions with the total composition C43H115N9O13, with the ωB97M-V functional and the def2-TZVPD basis.

```
180
Properties=species:S:1:pos:R:3:lowdin_charge:R:1
C 1.6389 5.7787 5.1076 -0.105
O 0.7302 6.8058 5.4942 -0.213
C 1.2589 7.7987 6.3940 -0.195
C 0.1901 8.4924 7.2668 -0.401
C 0.7638 9.2744 8.4727 -0.045
N -0.7698 7.5139 7.7718 0.018
H 2.1235 5.3559 5.9877 0.082
H 2.2918 6.0603 4.2815 0.086
H 1.0709 4.8962 4.8132 0.079
H 1.9066 7.2425 7.0716 0.109
H 1.8678 8.4794 5.7991 0.124
H -0.3802 9.0438 6.5193 0.129
H 0.6534 10.3529 8.5854 0.073
H 1.8464 9.1610 8.5290 0.065
H 0.5015 8.7497 9.3914 0.068
H -1.0242 6.8289 7.0745 0.061
H -0.7084 7.0271 8.6546 0.065
C -1.2017 -3.9354 -1.3195 -0.135
O -0.2037 -3.1267 -0.8144 -0.210
C 0.0942 -1.8283 -1.4355 -0.157
C -0.4729 -0.6428 -0.7020 -0.434
C -0.3151 0.7319 -1.4805 -0.042
N 0.1051 -0.5850 0.6253 0.017
H -1.1565 -4.9066 -0.8266 0.086
H -1.1375 -4.1556 -2.3850 0.082
H -2.0799 -3.3388 -1.0728 0.087
H 1.1728 -1.7470 -1.3007 0.126
H -0.1938 -1.8071 -2.4865 0.125
H -1.5102 -0.7799 -0.3965 0.126
H -0.8786 1.5007 -0.9518 0.070
H -0.7656 0.5562 -2.4573 0.059
H 0.7149 0.9812 -1.7356 0.070
H 0.5946 -1.4142 0.9301 0.063
H -0.2493 -0.0869 1.4293 0.070
C 6.6356 4.7187 -6.9398 -0.131
O 5.5430 3.9162 -6.5212 -0.187
C 5.8832 2.6510 -5.9436 -0.179
C 4.7934 1.5509 -6.0111 -0.459
C 5.0717 0.4303 -5.0675 -0.091
N 4.6894 0.9215 -7.2879 0.033
H 6.2892 5.6370 -7.4138 0.084
H 7.2779 4.2676 -7.6961 0.079
H 7.3888 5.1032 -6.2522 0.079
H 6.8083 2.1955 -6.2970 0.127
H 5.9747 3.1171 -4.9626 0.128
H 3.8400 1.9852 -5.7101 0.145
H 5.9061 -0.1692 -5.4315 0.079
H 4.3236 -0.3048 -4.7704 0.077
H 5.3571 0.7653 -4.0703 0.075
H 5.5032 0.4851 -7.6969 0.077
H 4.5787 1.7486 -7.8570 0.070
C 2.7177 -10.4406 -5.7123 -0.135
O 2.7481 -11.1090 -4.4711 -0.170
C 1.4391 -11.3310 -3.8210 -0.164
C 0.7191 -10.2275 -3.0625 -0.459
C 1.5808 -9.6683 -1.9274 -0.087
N -0.4861 -10.5948 -2.3238 0.046
H 1.9120 -10.8172 -6.3425 0.079
H 3.6577 -10.5527 -6.2527 0.086
H 2.5477 -9.3644 -5.7447 0.077
H 0.7168 -11.5431 -4.6093 0.113
H 1.5514 -12.1452 -3.1050 0.129
H 0.6391 -9.4140 -3.7836 0.131
H 2.0478 -10.4478 -1.3254 0.077
H 1.0839 -8.9858 -1.2378 0.071
H 2.4647 -9.1332 -2.2743 0.067
H -0.8067 -11.4951 -2.6506 0.066
H -1.1518 -9.9525 -2.7292 0.074
C -0.9693 -6.3608 4.7414 -0.096
O -2.2300 -7.0476 4.7770 -0.233
C -3.0627 -6.8619 3.5577 -0.149
C -4.2066 -7.9409 3.6750 -0.440
C -5.0649 -7.8912 2.4507 -0.086
N -4.9755 -7.6314 4.8746 0.036
H -0.5655 -6.3257 5.7533 0.086
H -1.1842 -5.3793 4.3188 0.079
H -0.3331 -6.9377 4.0702 0.082
H -3.5371 -5.8808 3.5337 0.114
H -2.4466 -6.9546 2.6633 0.116
H -3.8019 -8.9371 3.8539 0.134
H -6.0554 -8.3408 2.5191 0.083
H -4.6714 -8.5619 1.6868 0.075
H -5.0784 -6.9634 1.8788 0.079
H -4.4377 -7.1816 5.6016 0.062
H -5.5360 -6.8834 4.4919 0.058
C -5.8881 6.7789 -4.4234 -0.108
O -5.3618 6.0337 -3.3166 -0.179
C -4.4811 6.8526 -2.5516 -0.212
C -4.6984 6.6498 -1.0147 -0.394
C -6.1660 6.9220 -0.5679 -0.073
N -3.9315 7.5386 -0.1237 0.025
H -6.7189 6.2386 -4.8773 0.083
H -5.1387 6.8616 -5.2106 0.079
H -6.2357 7.7976 -4.2515 0.086
H -3.4433 6.6188 -2.7890 0.113
H -4.4004 7.9017 -2.8361 0.117
H -4.5463 5.5778 -0.8892 0.124
H -6.3838 6.5613 0.4373 0.069
H -6.9384 6.5977 -1.2652 0.066
H -6.3927 7.9873 -0.5232 0.071
H -3.9661 7.1657 0.8143 0.069
H -2.9443 7.5993 -0.3286 0.063
C -1.8281 4.7457 -7.5869 -0.050
O -2.0385 3.3257 -8.0263 -0.222
C -2.4957 2.4136 -6.9903 -0.204
C -3.9741 2.5888 -6.5025 -0.181
N -4.7936 1.3246 -6.2361 -0.065
C -5.8210 1.5272 -5.2156 -0.197
C -5.1442 1.6161 -3.7999 -0.174
O -4.8414 0.2944 -3.2453 -0.186
C -5.9367 -0.4471 -2.7018 -0.130
H -1.1730 4.6942 -6.7173 0.081
H -2.7969 5.2453 -7.5929 0.078
H -1.1757 5.1251 -8.3733 0.077
H -1.8283 2.4292 -6.1287 0.107
H -2.4031 1.4077 -7.3997 0.114
H -4.5346 3.1522 -7.2486 0.110
H -3.8885 3.2292 -5.6246 0.087
H -4.1623 0.6436 -5.8390 0.089
H -6.2996 0.5489 -5.1713 0.101
H -6.6114 2.2289 -5.4820 0.117
H -5.8717 2.1855 -3.2214 0.109
H -4.2217 2.1949 -3.8459 0.106
H -6.7834 -0.8534 -3.2551 0.077
H -6.5627 0.2040 -2.0916 0.074
H -5.6661 -1.2112 -1.9731 0.082
C 9.5948 0.0956 4.5694 -0.082
O 8.9583 1.3255 5.0043 -0.194
C 9.0301 2.3291 4.0163 -0.213
C 7.5740 2.9681 3.9691 -0.166
N 6.6252 1.8671 3.6579 -0.093
C 6.3365 1.7625 2.2718 -0.225
C 5.7787 0.3200 1.9230 -0.207
O 6.8229 -0.6010 1.8550 -0.202
C 6.5157 -1.9267 1.4088 -0.094
H 9.6993 -0.5473 5.4434 0.086
H 10.6238 0.2798 4.2609 0.082
H 9.1506 -0.4519 3.7381 0.079
H 9.0930 1.9054 3.0140 0.106
H 9.7650 3.1242 4.1417 0.116
H 7.4691 3.8331 3.3142 0.112
H 7.2510 3.2205 4.9791 0.104
H 7.1147 1.0734 4.0457 0.084
H 7.2643 1.9165 1.7208 0.104
H 5.6839 2.6087 2.0572 0.117
H 5.3981 0.4947 0.9166 0.117
H 5.1068 0.1038 2.7536 0.124
H 5.9882 -2.6074 2.0771 0.078
H 7.3972 -2.4882 1.0993 0.085
H 5.7895 -1.8422 0.6003 0.078
C 0.4388 -0.5780 5.8722 -0.103
O -0.7448 0.0122 5.3643 -0.226
C -1.3854 1.0317 6.1669 -0.193
C -2.1291 0.4099 7.3440 -0.209
N -3.3884 -0.1339 6.8745 -0.082
C -3.4181 -1.3782 6.0847 -0.179
C -4.8885 -1.6764 5.7256 -0.215
O -5.5392 -0.7646 4.8523 -0.196
C -5.1337 -0.8732 3.4776 -0.100
H 1.2596 0.1053 5.6540 0.079
H 0.6929 -1.3948 5.1967 0.087
H 0.4044 -0.7857 6.9417 0.083
H -2.0210 1.5799 5.4715 0.124
H -0.7026 1.7768 6.5751 0.109
H -2.4059 1.2536 7.9762 0.111
H -1.5795 -0.2262 8.0379 0.116
H -3.9988 0.5714 6.4873 0.105
H -2.9568 -2.0840 6.7754 0.119
H -2.7593 -1.3233 5.2180 0.094
H -5.5793 -1.5138 6.5529 0.123
H -5.0378 -2.7027 5.3903 0.112
H -5.4283 0.0448 2.9690 0.084
H -5.6751 -1.7070 3.0305 0.079
H -4.0907 -1.0733 3.2324 0.078
C 1.0831 -3.2856 -7.4235 -0.159
O 0.8387 -1.8765 -7.3147 -0.131
H 1.2644 -3.6004 -6.3958 0.072
H 0.1537 -3.7484 -7.7551 0.076
H 1.8917 -3.5384 -8.1094 0.076
H 1.7255 -1.5750 -7.1043 0.059
```

The calculation puts the lowest unoccupied orbital energy at 0.18 eV. The gap between HOMO and LUMO is 0.307 hartree.

Computed, not measured: 2 unconnected molecules or ions with the total composition C4H15N2O, with the ωB97M-V functional and the def2-TZVPD basis.

```
22
Properties=species:S:1:pos:R:3:mulliken_spin:R:1
N 0.2008 0.7910 1.6739 0.001
C -0.5544 -0.3576 0.9255 0.052
C -2.0506 -0.0945 1.0029 -0.001
C -0.0457 -0.3635 -0.5367 0.030
N 0.0343 -1.6803 -1.1316 0.817
C 0.9998 -1.9792 -2.1993 0.016
H 0.9845 0.4149 2.2070 0.000
H -0.4945 1.2398 2.2499 0.000
H 0.5546 1.4487 0.9520 0.002
H -0.1753 -1.2773 1.3769 -0.012
H -2.6164 -0.1896 0.0882 0.002
H -2.4828 -0.6158 1.8621 0.000
H -2.2111 0.9354 1.3600 0.000
H 0.9522 0.0724 -0.6238 -0.008
H -0.7432 0.2470 -1.1352 0.038
H -0.8499 -2.1282 -1.3917 -0.024
H 1.2990 -3.0118 -2.0102 0.034
H 1.8357 -1.2917 -2.0395 0.000
H 0.6311 -1.7211 -3.1966 0.054
H 1.5846 2.8442 -0.4727 0.000
H 1.8977 3.7090 0.6174 0.000
O 1.2499 3.0082 0.4216 0.000
```

For the energy above the lowest of the compared OMol25 structures with the same formula, charge and spin, the calculation gives 0.9369 eV. The spin multiplicity is 2. The calculation puts the lowest unoccupied orbital energy (alpha / beta) at -6.65 / -11.89 eV. As for the charge: +2. The gap between HOMO and LUMO (alpha / beta) is 0.473 / 0.280 hartree.

The records above give, respectively, max |F| values of 0.6, 2.0, 0.9, 11.4, 3.2, 3.8, 2.8 eV/A.
The records above give, respectively, molar mass values of 474.34, 126.13, 98.10, 166.10, 98.10, 966.44, 107.18 u.